(P)
# C4H10S

A 2-piece molecular cluster, C4H10S overall (ωB97M-V/def2-TZVPD, the OMol25 dataset).

Geometry as XYZ:
```
15
C4H10S ωB97M-V/def2-TZVPD
C -0.44571 -2.57701 0.42529
C 0.61258 -2.12919 1.07417
H -1.40595 -2.10696 0.57431
H -0.37319 -3.39234 -0.27622
H 0.56089 -1.26763 1.72035
H 1.59468 -2.58623 1.00742
C -0.79370 2.23699 -0.13650
C 0.50028 1.53381 -0.48308
S 0.42261 0.54469 -2.03852
H -1.65761 1.68065 -0.47203
H -0.85638 3.22314 -0.59463
H -0.87876 2.41401 0.93881
H 1.33018 2.21944 -0.60332
H 0.82472 0.83819 0.28341
H 0.56537 -0.63154 -1.41947
```

Results
SMILES = C=C.CCS
LUMO = 1.018 eV
spin multiplicity = 1
frontier orbital gap = 9.95 eV

Atomic partial charges in e from the Mulliken method, atoms 1 to 4: number 1, C, carries -0.46; number 2, C, carries -0.52; number 3, H, carries 0.23; number 4, H, carries 0.27

(Q)
# C4H10S

A 2-piece molecular cluster, C4H10S overall (ωB97M-V/def2-TZVPD, the OMol25 dataset).

Geometry as XYZ:
```
15
C4H10S ωB97M-V/def2-TZVPD
C 2.66168 2.93470 -1.00552
C 2.59550 3.05540 0.33037
H 2.97414 1.99648 -1.45280
H 2.70270 3.82783 -1.61823
H 3.05553 2.26365 0.90067
H 1.93338 3.84070 0.66218
C -1.91886 -1.32176 1.53350
S -2.27924 -2.89411 0.68131
C -1.65622 -2.64568 -0.98135
H -1.44742 -1.63506 2.45771
H -2.77906 -0.68234 1.71259
H -1.22519 -0.80321 0.88028
H -1.55696 -3.64606 -1.39806
H -2.37283 -2.12700 -1.60484
H -0.68713 -2.16354 -1.09782
```

Results
SMILES = C=C.CSC
LUMO = 0.918 eV
spin multiplicity = 1
frontier orbital gap = 9.37 eV

Atomic partial charges in e from the Mulliken method, atoms 1 to 4: number 1, C, carries -0.49; number 2, C, carries -0.47; number 3, H, carries 0.23; number 4, H, carries 0.24

Which of them is the most stable, and which is the least stable? (P) and (Q), in that order.

(P)
# C32H80O16

A 8-piece molecular cluster, C32H80O16 overall (ωB97M-V/def2-TZVPD, the OMol25 dataset).

Geometry as XYZ:
```
128
C32H80O16 ωB97M-V/def2-TZVPD
C -3.34321 21.89479 -0.96292
O -3.57505 23.32344 -1.05008
C -4.69719 23.64020 -1.92428
C -4.67936 23.20373 -3.40919
O -5.15198 21.86879 -3.53598
C -4.84952 21.17927 -4.75007
H -4.32874 21.43314 -0.90181
H -2.79847 21.63432 -0.05545
H -2.76407 21.55279 -1.82067
H -4.61203 24.72323 -1.83543
H -5.57765 23.16541 -1.49132
H -3.68837 23.34172 -3.84166
H -5.28522 23.93267 -3.94741
H -5.13966 21.64464 -5.69207
H -5.33085 20.20626 -4.84840
H -3.80094 21.04327 -5.01482
C -3.03163 23.43075 -7.31517
O -2.73756 22.67294 -8.44829
C -2.03253 23.36679 -9.48188
C -1.43992 22.42638 -10.62169
O -0.29444 21.66956 -10.21792
C -0.46929 20.47974 -9.52278
H -3.79159 24.19719 -7.46724
H -2.11141 23.88377 -6.94629
H -3.21131 22.77441 -6.46368
H -1.20695 23.93956 -9.05944
H -2.66378 24.08265 -10.00835
H -1.10457 23.13741 -11.37672
H -2.21298 21.74030 -10.96779
H -1.08770 20.63425 -8.63858
H 0.53722 20.24049 -9.17956
H -0.94776 19.68265 -10.09183
C -4.73587 24.36337 2.05843
O -5.43217 24.21042 3.31258
C -4.50652 24.34176 4.44085
C -5.21149 24.01689 5.75162
O -5.95463 25.09398 6.36627
C -5.23493 26.06858 7.08915
H -3.93383 23.67436 1.79365
H -4.47759 25.39920 1.83831
H -5.60671 24.19832 1.42402
H -4.12347 25.36192 4.46581
H -3.67394 23.64361 4.35414
H -4.60594 23.59714 6.55488
H -5.83958 23.13207 5.64817
H -4.57829 25.63894 7.84567
H -5.97080 26.71265 7.57057
H -4.52603 26.57797 6.43639
C -7.02253 16.39874 5.04475
O -6.45910 17.54406 4.43605
C -6.97952 17.73092 3.09959
C -6.60051 19.08652 2.49519
O -5.21558 19.19741 2.45207
C -4.58950 20.28176 1.74964
H -8.08237 16.45638 5.29275
H -6.32205 16.30826 5.87495
H -6.87402 15.50398 4.44022
H -8.05155 17.53480 3.08027
H -6.49271 16.95325 2.51107
H -7.05406 19.82384 3.15756
H -6.95770 19.05732 1.46579
H -4.84692 21.21790 2.24510
H -4.92099 20.28396 0.71127
H -3.50064 20.26739 1.79718
C -8.13688 19.91074 -4.83918
O -9.52365 19.77807 -4.60481
C -10.31730 20.97198 -4.59484
C -10.07876 21.69140 -3.32253
O -8.78178 22.31668 -3.25840
C -8.55604 22.87678 -1.97450
H -7.52024 19.11508 -5.25726
H -7.79024 20.15723 -3.83560
H -7.90554 20.83435 -5.36977
H -11.32965 20.59746 -4.74645
H -10.09219 21.65282 -5.41574
H -10.10294 21.05244 -2.43978
H -10.89733 22.40483 -3.22738
H -8.29922 22.07138 -1.28640
H -9.21837 23.65367 -1.59259
H -7.60342 23.40585 -2.00106
C -2.33151 26.62570 -0.38646
O -2.74972 27.74668 -1.30809
C -1.69217 28.48887 -1.92320
C -2.12545 29.79233 -2.52957
O -2.65513 30.69977 -1.53770
C -1.91821 31.90418 -1.31114
H -3.09669 26.45279 0.37031
H -1.42368 26.94428 0.12585
H -2.20066 25.73437 -1.00005
H -1.12304 27.82334 -2.57225
H -0.97028 28.79184 -1.16479
H -2.90768 29.53151 -3.24243
H -1.21251 30.09106 -3.04476
H -0.87573 31.58595 -1.31921
H -2.29235 32.32306 -0.37697
H -2.07497 32.61779 -2.12003
C -2.59631 14.15767 -7.74510
O -3.13918 15.16822 -8.53037
C -4.11964 16.06315 -7.90592
C -4.10354 17.36570 -8.61877
O -4.98119 18.32181 -7.94060
C -4.84400 19.71828 -8.39912
H -1.78890 14.59686 -7.15919
H -2.27412 13.28660 -8.31563
H -3.33059 13.78106 -7.03299
H -3.96163 16.21115 -6.83764
H -5.10711 15.61762 -8.02628
H -4.52874 17.31892 -9.62133
H -3.09769 17.78526 -8.63693
H -3.82200 20.02648 -8.61961
H -5.17587 20.35327 -7.57768
H -5.53857 19.67514 -9.23806
C 1.21676 19.54207 -4.36886
O 1.06480 20.87718 -4.84710
C -0.24084 21.48896 -4.77375
C -0.15363 23.04166 -4.94834
O 0.17388 23.33162 -6.33716
C 1.46085 23.07999 -6.87110
H 0.78194 18.80796 -5.04718
H 0.81101 19.47849 -3.35920
H 2.28178 19.36651 -4.21711
H -0.65225 21.21052 -3.80354
H -0.90420 21.14681 -5.56810
H 0.67404 23.35847 -4.31375
H -1.08723 23.56900 -4.75232
H 1.41555 22.02692 -7.14873
H 2.26588 23.38779 -6.20380
H 1.76374 23.59007 -7.78553
```

Results
SMILES = COCCOC.COCCOC.COCCOC.COCCOC.COCCOC.COCCOC.COCCOC.COCCOC
LUMO = 0.480 eV
spin multiplicity = 1
frontier orbital gap = 9.76 eV

Atomic partial charges in e from the Mulliken method, atoms 1 to 4: number 1, C, carries -0.03; number 2, O, carries -0.39; number 3, C, carries -0.90; number 4, C, carries 0.04

(Q)
# C32H80O16

A 8-piece molecular cluster, C32H80O16 overall (ωB97M-V/def2-TZVPD, the OMol25 dataset).

Geometry as XYZ:
```
128
C32H80O16 ωB97M-V/def2-TZVPD
C -1.94868 -6.92388 -8.64173
O -2.86599 -7.12771 -7.55757
C -2.25384 -6.85655 -6.33857
C -3.26840 -7.20285 -5.20840
O -3.76908 -8.53262 -5.17486
C -4.81783 -8.71244 -4.18627
H -1.18781 -7.70340 -8.68072
H -1.49811 -5.93157 -8.62173
H -2.54777 -6.85657 -9.54985
H -1.96584 -5.80749 -6.27061
H -1.36531 -7.48205 -6.25279
H -4.11436 -6.54518 -5.40826
H -2.92471 -6.99472 -4.19516
H -4.68220 -9.71281 -3.77520
H -5.83831 -8.71122 -4.56931
H -4.81904 -8.02320 -3.34186
C -0.74641 -2.88010 -0.53140
O -0.72224 -1.53008 -0.90811
C -1.05661 -0.62044 0.11487
C -1.74011 0.73945 -0.31295
O -3.09413 0.73280 -0.74406
C -3.46348 2.06959 -1.22174
H -1.69865 -3.10746 -0.05219
H 0.11329 -3.17134 0.07211
H -0.82433 -3.45456 -1.45445
H -0.07975 -0.40977 0.55016
H -1.71965 -1.13324 0.81165
H -1.18239 1.01052 -1.20938
H -1.57629 1.51441 0.43584
H -3.22252 2.85047 -0.50044
H -4.55036 2.10707 -1.29519
H -3.16810 2.46442 -2.19383
C -0.87555 1.93933 -7.53509
O 0.03272 1.13947 -8.36089
C 0.46139 -0.07557 -7.75899
C 1.44166 -0.77934 -8.65624
O 1.06151 -1.05436 -10.05458
C 1.21543 0.04179 -10.93056
H -1.61606 1.36213 -6.98139
H -1.37460 2.71571 -8.11498
H -0.31250 2.52528 -6.80863
H -0.40065 -0.74228 -7.78089
H 0.61739 0.00502 -6.68323
H 1.59327 -1.78035 -8.25240
H 2.36224 -0.20271 -8.56602
H 2.00851 0.75669 -10.71139
H 0.34895 0.70301 -10.92030
H 1.33713 -0.22059 -11.98149
C 5.50595 -1.57568 -1.59216
O 6.37064 -0.54036 -1.20987
C 5.61925 0.48431 -0.47245
C 6.52093 1.60805 -0.06724
O 7.64578 1.15395 0.69775
C 8.12588 2.08125 1.63028
H 6.20561 -2.28655 -2.03174
H 5.02880 -1.15582 -2.47768
H 4.86730 -2.02362 -0.83086
H 5.06909 0.12950 0.39907
H 4.83594 0.93171 -1.08430
H 5.91692 2.28564 0.53620
H 6.88166 2.19922 -0.90895
H 7.33407 2.20453 2.36916
H 8.55378 2.99777 1.22409
H 8.95346 1.63686 2.18319
C 1.23864 -9.13208 2.43368
O 0.92501 -7.81725 2.75958
C 1.22400 -7.52175 4.10626
C 0.70741 -6.10282 4.46536
O 1.06914 -5.71786 5.76889
C 0.39641 -6.41193 6.77322
H 2.30595 -9.35066 2.46810
H 0.98483 -9.18437 1.37494
H 0.69504 -9.86216 3.03334
H 2.31242 -7.51813 4.16495
H 0.66654 -8.22491 4.72505
H -0.36606 -5.92002 4.41690
H 1.27900 -5.49194 3.76665
H 0.65153 -7.46532 6.65756
H -0.66560 -6.25635 6.58340
H 0.64220 -6.12093 7.79450
C 2.78135 5.82985 -1.34042
O 3.46756 6.08002 -0.12843
C 3.80578 7.40846 0.16961
C 4.95572 7.37163 1.14568
O 6.21151 7.00261 0.56285
C 6.84673 7.96010 -0.23311
H 2.72101 4.77094 -1.59176
H 3.25456 6.32257 -2.18978
H 1.72350 6.01299 -1.15200
H 2.97688 8.00864 0.54486
H 4.16928 7.88943 -0.73848
H 4.77038 6.73951 2.01411
H 5.10275 8.33556 1.63283
H 6.37191 8.00090 -1.21341
H 7.79481 7.51726 -0.53826
H 6.81304 8.95261 0.21621
C -5.14338 -3.11594 8.74939
O -5.10998 -3.08960 7.38185
C -6.28026 -3.47554 6.74607
C -6.14416 -3.27877 5.16687
O -6.64327 -2.02669 4.74460
C -6.88387 -1.96375 3.36276
H -5.10090 -4.19263 8.91383
H -5.91380 -2.56768 9.29158
H -4.25281 -2.68767 9.20936
H -7.19443 -2.94718 7.01669
H -6.52506 -4.52602 6.90313
H -6.56421 -4.14981 4.66391
H -5.07920 -3.38507 4.96035
H -6.00071 -1.94301 2.72424
H -7.49030 -1.06559 3.24593
H -7.42312 -2.77495 2.87361
C -0.79799 10.97804 7.93274
O -0.64757 10.01884 6.97520
C -1.81116 9.84220 6.06980
C -1.24467 9.36061 4.68735
O -2.22787 9.25984 3.66819
C -1.88617 8.86443 2.27278
H -1.63481 10.82667 8.61460
H -0.85921 11.95047 7.44415
H 0.14306 11.11963 8.46424
H -2.48843 10.69239 5.98860
H -2.43298 9.05329 6.49294
H -0.82622 8.36878 4.85846
H -0.47739 10.01293 4.27037
H -1.77063 7.78289 2.34371
H -1.09320 9.45706 1.81661
H -2.76493 8.97552 1.63753
```

Results
SMILES = COCCOC.COCCOC.COCCOC.COCCOC.COCCOC.COCCOC.COCCOC.COCCOC
LUMO = 0.187 eV
spin multiplicity = 1
frontier orbital gap = 9.78 eV

Atomic partial charges in e from the Mulliken method, atoms 1 to 4: number 1, C, carries -0.74; number 2, O, carries -0.29; number 3, C, carries -0.45; number 4, C, carries -0.53

(R)
# C32H80O16

A 8-piece molecular cluster, C32H80O16 overall (ωB97M-V/def2-TZVPD, the OMol25 dataset).

Geometry as XYZ:
```
128
C32H80O16 ωB97M-V/def2-TZVPD
C 2.54225 -6.89592 -8.54343
O 2.18727 -5.56671 -8.18132
C 2.30542 -5.38515 -6.79215
C 1.70094 -4.02700 -6.43035
O 2.43906 -3.16203 -5.59055
C 2.54394 -3.67129 -4.27891
H 1.85725 -7.58949 -8.04541
H 3.55626 -7.07879 -8.18082
H 2.45549 -7.07328 -9.61046
H 3.35382 -5.48155 -6.48407
H 1.72416 -6.16097 -6.27646
H 0.64368 -4.14896 -6.18176
H 1.69891 -3.50590 -7.39261
H 3.08933 -2.92897 -3.69495
H 3.07005 -4.63090 -4.31133
H 1.63656 -3.86161 -3.69100
C -6.42154 -3.02796 3.16441
O -5.13722 -2.72045 2.69449
C -5.02436 -1.49983 2.00842
C -3.57915 -1.25949 1.55855
O -3.24043 0.09580 1.62928
C -3.93270 0.94082 0.73871
H -7.02288 -2.32341 3.75503
H -6.29911 -3.82977 3.89542
H -7.04273 -3.34252 2.32063
H -5.41187 -0.67195 2.61283
H -5.65359 -1.46656 1.10572
H -3.41278 -1.66421 0.55289
H -2.96724 -1.91491 2.18319
H -4.00859 0.49878 -0.25686
H -3.54403 1.95739 0.76359
H -4.93803 1.09985 1.15812
C 0.34194 -0.27919 -4.75959
O -0.85302 -0.76405 -5.30159
C -0.74546 -1.09358 -6.68657
C -2.00502 -1.56802 -7.36875
O -1.71869 -1.70428 -8.74625
C -2.73454 -2.36147 -9.46252
H 0.80695 0.55874 -5.28786
H 1.08352 -1.08371 -4.74892
H 0.19797 0.11249 -3.75572
H -0.01061 -1.90490 -6.70298
H -0.32780 -0.20137 -7.16198
H -2.80605 -0.85789 -7.12857
H -2.34010 -2.52811 -6.96487
H -2.93823 -3.41743 -9.27113
H -2.30877 -2.37160 -10.47609
H -3.60882 -1.71299 -9.57646
C -2.74521 4.69218 4.55000
O -3.87885 4.86755 5.37073
C -3.65530 5.82764 6.36608
C -4.66116 5.60027 7.51275
O -4.47564 6.31981 8.69475
C -4.60622 7.71097 8.61599
H -1.88896 4.24807 5.07382
H -2.36989 5.61218 4.09833
H -2.95257 3.94062 3.78980
H -3.92974 6.83885 6.04118
H -2.63296 5.80751 6.75465
H -4.81248 4.53565 7.69373
H -5.62876 5.93918 7.10468
H -4.62040 8.04761 9.64803
H -5.50332 7.98547 8.03721
H -3.83055 8.22335 8.03005
C -2.96774 1.40054 10.15780
O -2.58787 2.46726 9.29316
C -1.71015 2.10916 8.25137
C -2.57806 1.60032 7.10076
O -1.81604 1.07065 6.02495
C -2.58713 0.34872 5.10362
H -3.53851 1.83981 10.97105
H -2.05165 0.92574 10.51349
H -3.61311 0.68367 9.64492
H -0.96923 1.32702 8.43761
H -1.24437 3.01111 7.85450
H -3.17845 2.41218 6.67580
H -3.24751 0.84790 7.53245
H -3.20230 0.95930 4.43230
H -3.17931 -0.48880 5.48584
H -1.81022 -0.08170 4.46364
C 2.91235 3.93471 -3.72801
O 2.60933 2.74466 -4.42884
C 3.46942 1.66810 -4.15875
C 3.45386 0.55188 -5.17845
O 4.76227 0.52799 -5.76159
C 5.00616 -0.68348 -6.45515
H 2.84181 3.76646 -2.64654
H 2.09935 4.62255 -3.94569
H 3.90909 4.27783 -4.00646
H 3.42335 1.32343 -3.11454
H 4.50254 2.04636 -4.09640
H 2.75658 0.68491 -6.00984
H 3.17230 -0.40828 -4.73871
H 6.06078 -0.60890 -6.73228
H 4.45506 -0.71531 -7.40045
H 4.85735 -1.56661 -5.83233
C 4.26366 -1.36248 0.69323
O 4.14624 -1.23456 2.11571
C 5.26287 -0.63784 2.77823
C 6.67209 -1.11742 2.46502
O 7.11977 -2.21174 3.22962
C 6.36929 -3.37860 2.95779
H 3.22432 -1.40266 0.38352
H 4.83424 -2.26967 0.47251
H 4.82815 -0.48160 0.36810
H 5.04422 -0.83560 3.82756
H 5.20485 0.43174 2.54384
H 7.31460 -0.25246 2.64911
H 6.84827 -1.28838 1.39331
H 5.30653 -3.25599 3.17621
H 6.79518 -4.14595 3.60565
H 6.49848 -3.73826 1.93008
C 0.05461 2.10277 2.23013
O 0.50749 2.11085 0.90337
C 1.21825 0.93200 0.50478
C 1.20301 0.94998 -1.01929
O 1.87605 -0.15631 -1.55359
C 1.19074 -1.39578 -1.60971
H -0.75440 1.39986 2.47998
H -0.50806 3.03011 2.35539
H 0.86421 1.95309 2.94699
H 0.65061 0.12099 0.96881
H 2.24244 0.98836 0.88374
H 1.54814 1.91502 -1.39141
H 0.16230 0.90184 -1.37234
H 0.20568 -1.29142 -2.07882
H 0.95264 -1.63484 -0.56700
H 1.83417 -2.06688 -2.16054
```

Results
SMILES = COCCOC.COCCOC.COCCOC.COCCOC.COCCOC.COCCOC.COCCOC.COCCOC
LUMO = 0.565 eV
spin multiplicity = 1
frontier orbital gap = 9.90 eV

Atomic partial charges in e from the Mulliken method, atoms 1 to 4: number 1, C, carries -0.71; number 2, O, carries -0.31; number 3, C, carries -0.61; number 4, C, carries -0.58

Which of them is the most stable, and which is the least stable? (R) and (Q), in that order.